[1]
{"formula": "C11H20N2O5", "method": "ωB97M-V with the def2-TZVPD basis set", "orbital_gap_ha": 0.365, "largest_force_ev_per_a": 4.543, "e_above_lowest_ev": 4.0710, "charge": 0, "homo_ev": -9.71, "lumo_energy_ev": 0.225, "smiles": "CC[C@H](C)[C@H](N)C(=O)N[C@@H](CCC(=O)O)C(=O)O", "species": ["C", "C", "C", "C", "C", "N", "C", "O", "N", "C", "C", "C", "C", "O", "O", "C", "O", "O", "H", "H", "H", "H", "H", "H", "H", "H", "H", "H", "H", "H", "H", "H", "H", "H", "H", "H", "H", "H"], "coordinates": [[-3.34, -1.73, 0.64], [-2.81, -0.46, 0.14], [-2.09, 0.42, 1.24], [-3.00, 0.77, 2.52], [-1.50, 1.71, 0.62], [-2.38, 2.73, 0.27], [-0.44, 1.43, -0.40], [-0.57, 1.55, -1.58], [0.64, 0.61, 0.08], [1.76, 0.20, -0.83], [3.00, 0.07, -0.03], [4.21, -0.09, -0.95], [4.34, -1.44, -1.67], [5.06, -1.85, -2.55], [3.63, -2.29, -0.92], [1.44, -1.01, -1.80], [2.19, -1.08, -2.72], [0.37, -1.76, -1.64], [-3.79, -2.26, -0.25], [-4.04, -1.53, 1.45], [-2.43, -2.31, 0.83], [-3.66, 0.17, -0.37], [-1.92, -0.43, -0.56], [-1.27, -0.07, 1.74], [-3.46, -0.25, 2.71], [-3.66, 1.91, 2.63], [-2.18, 0.79, 3.49], [-0.94, 1.93, 1.57], [-1.87, 3.65, 0.43], [-2.76, 2.65, -0.74], [0.90, 0.63, 1.05], [1.75, 0.98, -1.65], [3.19, 0.94, 0.54], [2.90, -0.64, 0.82], [5.05, -0.03, -0.22], [4.27, 0.72, -1.75], [3.64, -3.26, -1.30], [-0.23, -1.40, -0.86]], "lowdin_charge": [-0.122, -0.248, -0.356, -0.086, -0.405, 0.052, -0.432, 0.108, 0.093, -0.212, -0.174, -0.071, -0.560, 0.104, 0.029, -0.494, 0.118, 0.132, 0.098, 0.070, 0.084, 0.154, 0.095, 0.106, 0.040, 0.155, 0.114, 0.153, 0.117, 0.131, 0.122, 0.176, 0.105, 0.144, 0.137, 0.159, 0.207, 0.157]}

[2]
{"formula": "C5H12NO2", "method": "ωB97M-V with the def2-TZVPD basis set", "orbital_gap_ha": 0.228, "largest_force_ev_per_a": 4.161, "e_above_lowest_ev": 6.7809, "charge": -1, "homo_ev": -2.86, "lumo_energy_ev": 3.349, "species": ["C", "O", "C", "C", "C", "C", "O", "N", "H", "H", "H", "H", "H", "H", "H", "H", "H", "H", "H", "H"], "coordinates": [[-0.03, -2.14, 0.37], [-0.39, -2.72, -0.79], [-0.06, -0.60, 0.13], [0.54, -0.52, -1.18], [-0.31, -0.58, -2.30], [0.12, 3.50, 0.91], [-0.66, 2.52, 1.45], [0.61, 0.18, 1.13], [-0.65, -2.32, 1.27], [0.97, -2.34, 0.81], [-1.14, -0.41, 0.12], [-0.10, -1.66, -1.69], [1.61, -0.62, -1.33], [-1.35, -0.31, -2.27], [0.28, -0.26, -3.15], [-0.37, 4.49, 0.98], [0.31, 3.33, -0.18], [1.14, 3.59, 1.34], [0.37, 1.22, 1.25], [1.62, 0.06, 0.99]], "lowdin_charge": [-0.391, -0.261, -0.416, -0.076, 0.028, -0.458, -0.433, 0.050, 0.109, 0.095, 0.157, 0.090, 0.150, 0.102, 0.085, 0.027, 0.028, 0.032, 0.028, 0.055]}

[3]
{"formula": "C38H31N3O2Zn", "method": "ωB97M-V with the def2-TZVPD basis set", "orbital_gap_ha": 0.159, "largest_force_ev_per_a": 0.467, "charge": -2, "homo_ev": 0.03, "lumo_energy_ev": 4.349, "species": ["Zn", "C", "C", "C", "C", "C", "C", "C", "C", "N", "C", "O", "C", "C", "C", "C", "C", "N", "C", "O", "N", "C", "C", "C", "C", "C", "C", "C", "C", "H", "H", "H", "H", "H", "H", "H", "H", "H", "H", "H", "H", "H", "H", "H", "H", "H", "H", "H", "H", "H", "C", "C", "C", "C", "C", "C", "C", "C", "C", "C", "C", "C", "C", "C", "C", "H", "H", "H", "H", "H", "H", "H", "H", "H", "H"], "coordinates": [[0.14, -1.65, 0.33], [4.04, -1.05, 2.18], [3.03, -0.18, 2.87], [3.40, 1.02, 3.46], [2.47, 1.85, 4.05], [1.13, 1.48, 4.05], [0.72, 0.28, 3.47], [-0.73, -0.10, 3.45], [1.68, -0.56, 2.88], [1.24, -1.74, 2.25], [1.64, -2.92, 2.69], [2.35, -3.23, 3.66], [1.08, -4.06, 1.85], [1.19, -5.39, 2.23], [0.57, -6.35, 1.45], [-0.16, -5.96, 0.33], [-0.23, -4.61, 0.03], [0.41, -3.71, 0.76], [-1.11, -4.07, -1.09], [-1.69, -4.90, -1.82], [-1.15, -2.75, -1.09], [-2.05, -2.09, -1.97], [-3.42, -2.11, -1.70], [-3.93, -2.86, -0.50], [-4.29, -1.42, -2.54], [-3.81, -0.72, -3.64], [-2.45, -0.71, -3.90], [-1.56, -1.39, -3.08], [-0.08, -1.38, -3.36], [5.03, -0.59, 2.22], [3.77, -1.20, 1.13], [4.09, -2.04, 2.66], [4.45, 1.32, 3.43], [2.77, 2.81, 4.47], [0.38, 2.14, 4.48], [-1.32, 0.57, 4.07], [-0.87, -1.13, 3.80], [-1.11, -0.05, 2.42], [1.74, -5.62, 3.13], [0.63, -7.40, 1.72], [-0.70, -6.66, -0.30], [-3.43, -2.52, 0.41], [-3.74, -3.93, -0.60], [-5.01, -2.70, -0.38], [-5.35, -1.42, -2.32], [-4.49, -0.16, -4.27], [-2.06, -0.15, -4.74], [0.12, -0.89, -4.32], [0.33, -2.39, -3.38], [0.44, -0.82, -2.57], [0.25, 0.16, -0.25], [0.25, 1.36, -0.54], [0.25, 2.74, -0.88], [-0.70, 3.17, -1.90], [-0.53, 4.33, -2.70], [-1.46, 4.70, -3.66], [-2.60, 3.95, -3.90], [-2.77, 2.78, -3.16], [-1.85, 2.39, -2.20], [1.18, 3.61, -0.20], [2.27, 3.06, 0.53], [3.18, 3.85, 1.21], [3.06, 5.24, 1.23], [1.97, 5.81, 0.57], [1.06, 5.02, -0.12], [0.37, 4.91, -2.58], [-1.27, 5.59, -4.26], [-3.33, 4.25, -4.65], [-3.64, 2.15, -3.34], [-2.00, 1.46, -1.65], [2.38, 1.98, 0.55], [4.00, 3.38, 1.74], [3.77, 5.86, 1.77], [1.83, 6.88, 0.60], [0.21, 5.50, -0.58]], "lowdin_charge": [0.703, -0.043, -0.206, -0.082, -0.112, -0.060, -0.210, -0.054, -0.204, 0.046, -0.507, -0.017, -0.165, -0.008, -0.059, -0.008, -0.167, 0.096, -0.514, -0.011, 0.042, -0.200, -0.209, -0.047, -0.070, -0.122, -0.071, -0.205, -0.046, 0.067, 0.082, 0.063, 0.096, 0.092, 0.099, 0.067, 0.073, 0.056, 0.108, 0.097, 0.108, 0.077, 0.071, 0.065, 0.094, 0.087, 0.105, 0.071, 0.075, 0.041, -0.121, -0.206, -0.214, -0.183, -0.074, -0.141, -0.157, -0.126, -0.043, -0.183, -0.043, -0.131, -0.159, -0.144, -0.073, 0.088, 0.079, 0.069, 0.077, 0.096, 0.091, 0.080, 0.068, 0.079, 0.084]}

[4]
{"formula": "C5H5ClN2O2", "method": "ωB97M-V with the def2-TZVPD basis set", "orbital_gap_ha": 0.221, "largest_force_ev_per_a": 5.148, "e_above_lowest_ev": 10.0095, "charge": 0, "homo_ev": -7.28, "lumo_energy_ev": -1.274, "species": ["C", "C", "C", "C", "C", "N", "N", "O", "O", "Cl", "H", "H", "H", "H", "H"], "coordinates": [[-0.13, 1.12, 0.51], [-1.29, 0.49, 0.64], [0.04, -1.74, -1.28], [1.22, 0.44, 0.65], [1.73, -0.04, -0.69], [1.03, -1.10, -1.28], [-2.49, 0.08, 0.72], [-3.16, 0.21, 1.75], [-3.00, -0.55, -0.31], [-1.44, -2.35, -1.41], [0.02, 2.08, 0.18], [1.96, 1.24, 1.05], [1.26, -0.31, 1.40], [1.48, 0.86, -1.35], [2.77, -0.42, -0.59]], "lowdin_charge": [-0.120, -0.001, -0.464, -0.215, -0.202, 0.122, -0.493, -0.032, -0.222, 1.011, 0.065, 0.146, 0.102, 0.168, 0.136]}

[5]
{"formula": "C2H9OS", "method": "ωB97M-V with the def2-TZVPD basis set", "orbital_gap_ha": 0.461, "largest_force_ev_per_a": 3.294, "e_above_lowest_ev": 0.8961, "charge": 1, "homo_ev": -15.76, "lumo_energy_ev": -3.213, "species": ["O", "H", "H", "H", "C", "S", "C", "H", "H", "H", "H", "H", "H"], "coordinates": [[-0.09, 0.28, -2.81], [-0.01, -0.05, -3.71], [0.05, 1.28, -2.81], [0.34, -0.01, -0.95], [-0.71, -1.51, 0.95], [-0.36, 0.11, 0.22], [0.72, 1.10, 1.28], [0.25, -2.04, 0.80], [-1.06, -1.10, 1.95], [-1.53, -2.02, 0.37], [1.75, 0.90, 1.18], [0.39, 0.93, 2.35], [0.26, 2.13, 1.16]], "lowdin_charge": [-0.111, 0.066, 0.099, 0.000, -0.257, 1.010, -0.268, 0.069, 0.084, 0.088, 0.050, 0.087, 0.082]}

[6]
{"formula": "C30H58BeF3O22", "method": "ωB97M-V with the def2-TZVPD basis set", "orbital_gap_ha": 0.117, "largest_force_ev_per_a": 6.501, "charge": 1, "homo_ev": -10.92, "lumo_energy_ev": -7.721, "species": ["Be", "C", "O", "O", "C", "F", "F", "F", "C", "C", "H", "H", "H", "H", "H", "H", "C", "C", "C", "O", "C", "H", "H", "H", "H", "H", "H", "H", "H", "C", "C", "C", "O", "C", "H", "H", "H", "H", "H", "H", "H", "H", "C", "O", "C", "O", "O", "C", "H", "H", "H", "H", "H", "H", "C", "O", "C", "O", "O", "C", "H", "H", "H", "H", "H", "H", "C", "O", "C", "O", "O", "C", "H", "H", "H", "H", "H", "H", "C", "O", "C", "O", "O", "C", "H", "H", "H", "H", "H", "H", "C", "O", "C", "O", "O", "C", "H", "H", "H", "H", "H", "H", "C", "O", "C", "O", "O", "C", "H", "H", "H", "H", "H", "H"], "coordinates": [[-8.22, 13.93, -15.72], [-6.48, 17.23, -15.98], [-7.81, 17.79, -15.83], [-6.75, 15.90, -16.26], [-5.65, 18.19, -16.99], [-6.48, 18.86, -17.75], [-4.91, 19.14, -16.32], [-4.91, 17.67, -17.95], [-7.87, 19.00, -15.09], [-8.86, 19.75, -15.95], [-8.48, 19.86, -16.97], [-9.80, 19.21, -15.87], [-8.95, 20.79, -15.62], [-6.99, 19.61, -14.95], [-8.31, 18.86, -14.10], [-5.93, 17.34, -15.05], [-3.43, 21.40, -12.70], [-3.27, 20.59, -14.00], [-1.86, 20.96, -14.47], [-1.30, 21.64, -13.37], [-1.99, 21.41, -12.22], [-4.05, 20.81, -12.03], [-3.90, 22.39, -12.77], [-3.91, 20.92, -14.81], [-3.35, 19.52, -13.82], [-1.94, 21.60, -15.35], [-1.29, 20.05, -14.70], [-1.81, 22.16, -11.45], [-1.59, 20.50, -11.76], [-7.82, 24.65, -18.26], [-6.98, 25.12, -17.06], [-7.67, 24.66, -15.84], [-9.01, 24.79, -16.26], [-9.10, 24.20, -17.49], [-7.41, 23.77, -18.77], [-8.00, 25.30, -19.11], [-7.02, 26.21, -17.06], [-5.91, 24.99, -17.21], [-7.51, 25.22, -14.92], [-7.41, 23.61, -15.78], [-10.01, 24.53, -18.00], [-9.20, 23.13, -17.32], [-5.81, 24.20, -22.58], [-5.96, 23.51, -21.33], [-5.05, 22.62, -20.91], [-4.03, 22.25, -21.51], [-5.42, 22.19, -19.64], [-4.65, 21.25, -18.96], [-6.70, 24.78, -22.82], [-5.73, 23.50, -23.41], [-4.90, 24.80, -22.62], [-4.74, 20.24, -19.36], [-4.90, 21.36, -17.91], [-3.64, 21.54, -19.24], [-7.33, 16.12, -12.10], [-6.09, 15.38, -12.01], [-5.89, 14.34, -12.77], [-6.73, 13.87, -13.56], [-4.71, 13.82, -12.44], [-4.22, 12.62, -13.04], [-7.75, 16.12, -13.10], [-7.18, 17.16, -11.81], [-8.05, 15.73, -11.37], [-4.95, 11.82, -12.91], [-3.37, 12.41, -12.38], [-4.00, 12.77, -14.10], [-5.93, 20.18, -23.57], [-6.66, 19.58, -22.51], [-7.53, 20.19, -21.82], [-7.92, 21.32, -22.08], [-8.06, 19.31, -20.85], [-9.11, 19.80, -20.07], [-5.43, 21.08, -23.23], [-6.53, 20.41, -24.46], [-5.16, 19.50, -23.94], [-9.26, 19.07, -19.27], [-10.02, 20.04, -20.63], [-8.87, 20.73, -19.57], [-12.84, 12.97, -17.02], [-12.57, 14.17, -17.70], [-11.39, 14.87, -17.53], [-10.45, 14.60, -16.77], [-11.42, 15.92, -18.44], [-10.24, 16.57, -18.78], [-13.93, 12.88, -16.93], [-12.50, 13.00, -15.99], [-12.58, 12.08, -17.60], [-10.14, 16.86, -19.83], [-9.37, 15.98, -18.52], [-10.25, 17.42, -18.10], [-11.83, 12.84, -12.94], [-12.15, 14.21, -13.25], [-11.20, 15.08, -13.71], [-9.97, 14.81, -13.82], [-11.90, 16.19, -14.07], [-11.14, 17.10, -14.81], [-11.10, 12.86, -12.14], [-11.37, 12.28, -13.76], [-12.72, 12.31, -12.59], [-10.52, 16.55, -15.51], [-10.51, 17.79, -14.25], [-11.72, 17.79, -15.42], [-4.13, 17.76, -20.99], [-3.98, 16.86, -22.11], [-3.01, 17.05, -22.94], [-2.05, 17.92, -22.85], [-3.05, 16.16, -23.96], [-1.93, 16.10, -24.92], [-4.11, 18.75, -21.44], [-3.30, 17.57, -20.30], [-5.10, 17.38, -20.67], [-2.07, 16.95, -25.58], [-1.89, 15.22, -25.57], [-0.96, 16.14, -24.44]], "lowdin_charge": [1.224, -0.341, -0.122, -0.160, -0.520, 0.147, 0.112, 0.159, -0.262, -0.054, 0.064, 0.058, 0.081, 0.123, 0.109, 0.141, -0.149, -0.177, -0.190, -0.127, -0.250, 0.101, 0.116, 0.089, 0.106, 0.119, 0.117, 0.124, 0.121, -0.121, -0.188, -0.214, -0.131, -0.234, 0.083, 0.111, 0.113, 0.114, 0.136, 0.112, 0.122, 0.103, -0.018, -0.015, -0.515, 0.088, -0.045, -0.059, 0.099, 0.085, 0.101, 0.080, 0.094, 0.100, -0.006, 0.039, -0.567, 0.015, 0.020, -0.011, 0.069, 0.101, 0.104, 0.097, 0.108, 0.104, 0.000, 0.023, -0.570, 0.126, -0.020, -0.085, 0.076, 0.106, 0.099, 0.061, 0.105, 0.091, -0.039, 0.009, -0.426, 0.017, 0.011, -0.051, 0.105, 0.081, 0.106, 0.110, 0.097, 0.090, -0.030, -0.007, -0.470, 0.019, 0.046, -0.062, 0.098, 0.085, 0.105, 0.068, 0.094, 0.110, -0.009, -0.001, -0.558, 0.026, -0.020, -0.013, 0.090, 0.104, 0.101, 0.091, 0.087, 0.091]}